Entry 1:
18
Properties=species:S:1:pos:R:3 method="wB97M-V/def2-TZVPD" gap_ha=0.3709 charge=0 relative_energy_kcal_mol=73.8 total_energy_ha=-530.45977
O 1.0114 -0.9882 1.6116
C -0.0632 -0.9939 1.0894
O -1.2447 -0.6715 1.6602
C -1.9910 -0.9002 0.4269
C -0.7032 -1.3882 -0.2630
N -0.2994 -0.8515 -1.5206
C -0.2896 0.5796 -1.7290
C 0.8421 1.3572 -1.0937
N 0.7793 2.0479 0.0288
H -2.7789 -1.6447 0.5769
H -2.4090 0.0422 0.0572
H -0.6834 -2.4849 -0.3300
H 0.5263 -1.3098 -1.8852
H -0.2088 0.7485 -2.8118
H -1.2429 1.0189 -1.4051
O 2.0661 0.9383 -1.1435
H -0.1433 2.4247 0.2195
H 2.1543 1.6567 0.0408

***

Entry 2:
33
Properties=species:S:1:pos:R:3 method="wB97M-V/def2-TZVPD" gap_ha=0.3455 charge=0 relative_energy_kcal_mol=0.3 total_energy_ha=-1274.89399 smiles="CCCC(=O)NCn1nnc(-c2ccc(Cl)cc2)n1"
C -5.7247 -2.0425 -0.5029
C -4.6856 -1.4131 0.4146
C -3.8603 -0.3548 -0.3132
C -2.8071 0.2525 0.5881
O -2.5743 -0.1011 1.7183
N -2.1413 1.3026 0.0075
C -0.9900 1.8805 0.6252
N 0.2189 1.3893 0.0052
N 0.3025 1.1121 -1.2759
N 1.4988 0.7097 -1.5006
C 2.1538 0.7508 -0.3191
C 3.5395 0.3767 -0.1402
C 4.1284 0.4435 1.1209
C 5.4516 0.0870 1.2876
C 6.1862 -0.3372 0.1895
Cl 7.8419 -0.7827 0.3960
C 5.6119 -0.4092 -1.0715
C 4.2884 -0.0519 -1.2344
N 1.3439 1.1827 0.6464
H -6.2999 -2.7919 0.0345
H -5.2454 -2.5237 -1.3529
H -6.4126 -1.2880 -0.8792
H -5.1768 -0.9511 1.2723
H -4.0135 -2.1811 0.7997
H -4.5086 0.4428 -0.6843
H -3.3549 -0.8020 -1.1738
H -2.2552 1.4736 -0.9800
H -1.0115 2.9749 0.5396
H -0.9742 1.5823 1.6791
H 3.5375 0.7750 1.9603
H 5.9154 0.1353 2.2603
H 6.1989 -0.7421 -1.9130
H 3.8184 -0.0992 -2.2042

***

Entry 3:
20
Properties=species:S:1:pos:R:3 method="wB97M-V/def2-TZVPD" gap_ha=0.3729 charge=0 relative_energy_kcal_mol=37.0 total_energy_ha=-291.09974 smiles=CC#CC.CCN
C 2.6571 -0.3582 0.6377
C 1.7552 -0.9367 -0.3596
C 1.0055 -1.4175 -1.1891
C 0.1040 -1.9954 -2.1872
H 2.3656 0.6821 0.8603
H 3.6945 -0.3605 0.2633
H 2.6192 -0.9418 1.5729
H -0.6845 -1.2724 -2.4556
H 0.6630 -2.2614 -3.1001
H -0.3744 -2.9062 -1.7896
C -2.2504 0.5415 0.7522
C -1.0428 1.2794 1.3318
N -0.2848 2.0890 0.3765
H -2.9669 1.2630 0.3247
H -2.7636 -0.0423 1.5348
H -1.9270 -0.1479 -0.0458
H -1.3791 1.9535 2.1430
H -0.3413 0.5456 1.7732
H -0.9005 2.7888 -0.0522
H 0.0514 1.4973 -0.3913

***

Entry 4:
18
Properties=species:S:1:pos:R:3 method="wB97M-V/def2-TZVPD" gap_ha=0.3506 charge=+1 relative_energy_kcal_mol=104.2 total_energy_ha=-666.30205
C 0.8805 -1.2316 -0.1712
C -0.8819 -1.3452 -0.7664
C -0.2614 0.2248 1.3295
C 1.0574 1.1761 -0.4496
N -2.1485 0.9441 -0.5920
N 0.8714 0.0350 0.4622
S -1.8760 -0.1933 0.3016
H 0.9520 -2.0446 0.5102
H 1.6865 -1.3513 -1.0251
H -0.9205 -1.2439 -1.8533
H -1.0608 -2.3625 -0.3716
H -0.2038 -0.3314 2.2160
H -0.4296 1.2805 1.6361
H 1.8109 1.8206 0.0274
H 1.4362 1.1651 -1.5192
H 0.1180 1.6547 -0.6176
H -2.7697 1.5804 -0.1219
H 1.7392 0.2225 1.0050

***

Entry 5:
10
Properties=species:S:1:pos:R:3 method="wB97M-V/def2-TZVPD" gap_ha=0.3639 charge=0 relative_energy_kcal_mol=90.6 total_energy_ha=-247.16285
C -1.0354 0.9001 0.1590
O -0.7945 0.1607 -0.8561
C 0.7758 -1.0253 -0.7608
C 1.1775 -0.6599 0.4830
N 0.9906 0.0184 1.4598
H -1.8729 0.6192 0.8159
H -0.8198 1.9768 0.0775
H -0.0195 0.6369 1.1229
H 1.3210 -0.6459 -1.6186
H 0.2772 -1.9810 -0.8825

***

Entry 6:
8
Properties=species:S:1:pos:R:3 method="wB97M-V/def2-TZVPD" gap_ha=0.3991 charge=0 relative_energy_kcal_mol=166.4 total_energy_ha=-622.01908 smiles="O=C(F)N(F)N(F)F"
O 0.9818 -1.8093 0.8469
C 1.1987 -0.7681 0.4494
F 2.3757 -0.2667 0.2034
N 0.2439 0.2261 -0.0452
F 0.5747 1.3554 -1.0579
N -1.1711 0.1993 0.1902
F -1.9666 0.2748 -0.9347
F -2.0728 1.1313 0.8602

***

Entry 7:
8
Properties=species:S:1:pos:R:3 method="wB97M-V/def2-TZVPD" gap_ha=0.3650 charge=0 relative_energy_kcal_mol=61.3 total_energy_ha=-225.19427
C 2.9818 0.4289 -0.0984
N -0.5156 0.4045 -0.5424
N -1.3634 -0.3525 0.3974
O 2.5855 -0.5305 0.4235
H -1.1902 1.0442 -0.9870
H -0.3200 -0.3051 -1.2177
H -0.6594 -0.9322 0.8436
H -1.5187 0.2427 1.1811

***

Entry 8:
121
Properties=species:S:1:pos:R:3 method="wB97M-V/def2-TZVPD" gap_ha="0.1511 / 0.1861" s_squared=1.414 charge=-2 total_energy_ha=-8120.53762 multiplicity=2
K 2.6569 -26.5185 0.4810
C 0.9244 -25.7289 3.1711
P 0.2220 -24.5060 4.4075
C -1.0068 -25.2204 5.5331
C -1.8454 -26.3005 5.1096
C -2.7450 -26.8700 6.0336
C -2.8273 -26.3805 7.3508
C -2.1112 -25.2414 7.7285
C -1.2389 -24.6331 6.8100
C 1.6875 -24.4427 5.5112
C 2.6927 -23.5527 5.1384
C 3.9565 -23.7637 5.6228
C 4.2831 -24.9827 6.2844
C 3.2246 -25.8238 6.6963
C 1.9056 -25.5348 6.3740
C -0.0596 -26.5716 2.3216
C -0.4518 -27.9344 2.5279
C -1.3599 -28.1920 1.5028
C -1.4667 -27.0041 0.7066
C -2.3641 -26.7755 -0.4578
P -2.4984 -24.9720 -0.8847
C -3.2275 -24.8382 -2.5435
C -2.8066 -23.7358 -3.2506
C -2.9347 -23.6782 -4.6245
C -3.5668 -24.7289 -5.3408
C -3.9855 -25.8312 -4.6489
C -3.8381 -25.8744 -3.2316
C -4.0054 -24.5718 -0.0204
C -5.2882 -24.4437 -0.6037
C -6.4644 -24.3257 0.1612
C -6.4007 -24.0976 1.5022
C -5.0952 -24.1074 2.1177
C -3.9540 -24.4165 1.4121
N -0.6728 -26.0251 1.2281
H 1.6159 -26.4199 3.7222
H 1.5469 -25.1577 2.4718
H -1.7024 -26.6527 4.1096
H -3.4278 -27.6632 5.7729
H -3.4738 -26.8505 8.0485
H -2.2256 -24.7988 8.7459
H -0.5863 -23.7455 7.0379
H 2.4224 -22.7072 4.4875
H 4.7184 -23.0165 5.3537
H 5.2925 -25.2121 6.5230
H 3.4415 -26.6358 7.3784
H 1.1104 -26.1698 6.7406
H -0.0592 -28.6367 3.2178
H -1.9106 -29.0949 1.3667
H -3.3237 -27.2443 -0.2514
H -2.0110 -27.2907 -1.3601
H -2.4607 -22.9233 -2.6664
H -2.4034 -22.8481 -5.1254
H -3.5652 -24.6848 -6.4455
H -4.3935 -26.7414 -5.1124
H -4.1238 -26.7709 -2.7163
H -5.3918 -24.5872 -1.6710
H -7.3836 -24.4332 -0.3760
H -7.2683 -23.8468 2.0748
H -5.0788 -23.8353 3.1600
H -3.0339 -24.6985 1.8580
S 5.1972 -29.3816 -1.5797
C 4.7239 -29.3812 -3.2180
N 5.3447 -28.9123 -4.3627
N 6.5770 -28.4863 -4.2424
C 7.2939 -27.9991 -5.2828
C 8.5510 -27.3815 -5.1916
C 9.0870 -26.7381 -6.3293
C 8.4192 -26.7099 -7.5294
C 7.1698 -27.2955 -7.6523
C 6.5997 -27.9624 -6.5594
N 3.5092 -29.8729 -3.5691
N 2.5868 -29.8597 -2.6382
C 1.8346 -31.0199 -2.6062
C 1.6845 -31.9182 -3.6912
C 1.1988 -33.1984 -3.5167
C 0.8237 -33.5857 -2.2226
C 0.7445 -32.6213 -1.1877
C 1.3356 -31.3722 -1.3610
H 6.9873 -28.4257 -3.2873
H 9.1208 -27.2987 -4.3146
H 10.0478 -26.2669 -6.1745
H 8.9266 -26.3533 -8.4336
H 6.5683 -27.2611 -8.5615
H 5.5766 -28.2807 -6.5719
H 2.1317 -31.5556 -4.6691
H 1.2189 -33.9361 -4.2887
H 0.4469 -34.6394 -2.1048
H 0.2200 -32.8843 -0.2878
H 1.6819 -30.6825 -0.5928
O 2.3925 -27.0133 -2.4885
H 1.7208 -26.8211 -3.1399
H 2.4545 -28.0317 -2.4914
O 4.7756 -25.6032 2.1560
O 4.3075 -26.9273 2.4175
O 3.3084 -23.8516 -0.2826
C 3.9212 -22.8585 -0.5809
N 4.4416 -21.7603 -0.6989
Cl 6.9588 -23.8894 3.0522
Ge 6.5413 -26.1948 2.8346
Cl 6.8838 -27.2673 4.8163
Cl 7.5363 -26.8733 1.1519
C 4.2364 -19.1572 -2.2666
P 5.0789 -20.6665 -1.7404
C 6.3621 -19.9290 -0.5859
C 5.3949 -21.4543 -3.3613
C 6.0623 -22.7290 -3.4788
C 6.5195 -23.1308 -4.7443
C 6.0186 -22.5005 -5.8819
C 5.0692 -21.5211 -5.7489
C 4.8519 -20.8971 -4.5271
H 4.8893 -18.5723 -2.9797
H 4.1856 -18.6485 -1.2902
H 3.2356 -19.1771 -2.6365
H 5.7540 -19.3827 0.1685
H 6.9459 -19.1665 -1.0616
H 6.9645 -20.6818 -0.0932
H 6.2120 -23.3467 -2.6032
H 7.3215 -23.8985 -4.7526
H 6.3013 -22.8487 -6.8883
H 4.4061 -21.3282 -6.5801
H 4.2534 -19.9839 -4.5315

***

Entry 9:
13
Properties=species:S:1:pos:R:3 method="wB97M-V/def2-TZVPD" gap_ha=0.3403 charge=0 relative_energy_kcal_mol=88.9 total_energy_ha=-323.63926
C -0.3737 0.1902 -1.7669
C 0.0373 -0.0929 2.0835
C 0.7626 0.7594 1.3724
N -0.5585 -0.5210 -2.9155
O -1.5230 0.6464 -1.2718
O 1.9704 0.5961 0.8647
H 0.4533 -1.0756 2.3027
H -1.4577 1.3825 -0.6484
H -0.7140 0.4239 2.5465
H 0.4166 1.7704 1.0486
H 0.1840 -1.1309 -3.2642
H -1.4443 -0.5214 -3.4054
H 2.2620 -0.3500 0.9453

***

Entry 10:
74
Properties=species:S:1:pos:R:3 method="wB97M-V/def2-TZVPD" gap_ha="0.2868 / 0.2314" s_squared=2.006 charge=0 relative_energy_kcal_mol=0.0 total_energy_ha=-2374.92745 multiplicity=3
Pd 3.0130 -19.4876 1.7009
N 7.1721 -19.1998 2.7667
C 5.8284 -19.0810 2.6070
S 4.9718 -20.6115 2.4771
N 5.3882 -17.8618 2.5716
N 3.9821 -17.7745 2.5053
C 3.5417 -16.5551 2.5623
C 2.1498 -16.2121 2.3338
C 1.8458 -14.8505 2.3914
C 0.5698 -14.3508 2.2223
C -0.4967 -15.2420 2.0719
C -0.2275 -16.5880 1.9255
C 1.0982 -17.0978 1.9474
O 1.3258 -18.2690 1.4266
H 7.4533 -20.1439 2.9411
H 7.7597 -18.5149 3.2006
H 4.2323 -15.7612 2.8988
H 2.6607 -14.1273 2.3889
H 0.3994 -13.3268 2.1890
H -1.5309 -14.9383 2.0275
H -1.0282 -17.3220 1.6453
C -1.4899 -24.2876 6.0688
C -1.3668 -24.4844 4.7251
C -1.1735 -23.3951 3.8615
C -1.1600 -22.1233 4.3542
C -1.3270 -21.8835 5.6893
C -1.5475 -22.9775 6.5139
Sb -0.4954 -20.6407 2.9187
C 0.8298 -19.8033 4.4075
C 1.7252 -20.7684 4.9800
C 2.7660 -20.4139 5.7754
C 2.9682 -19.0536 6.1030
C 2.1061 -18.1019 5.5463
C 1.0554 -18.4540 4.7110
C -2.2634 -19.4262 3.1115
C -3.2466 -19.4449 2.1644
C -4.4734 -18.8274 2.3174
C -4.7258 -18.1062 3.4669
C -3.7871 -18.0429 4.4479
C -2.5522 -18.7375 4.3269
H -1.6543 -25.1142 6.7670
H -1.2972 -25.4928 4.3026
H -1.1416 -23.6377 2.8176
H -1.3646 -20.8633 6.1442
H -1.6508 -22.8276 7.5604
H 1.6134 -21.8063 4.6326
H 3.4457 -21.1036 6.2186
H 3.7345 -18.6975 6.8251
H 2.2795 -17.0598 5.8474
H 0.4106 -17.6838 4.3228
H -3.0334 -19.9855 1.2249
H -5.2425 -18.8602 1.5908
H -5.6821 -17.5482 3.5035
H -4.0363 -17.5556 5.3521
H -1.9039 -18.6878 5.2268
O 3.7563 -19.4609 -0.4278
C 3.9563 -18.2596 -0.8885
C 4.9401 -18.0666 -2.0111
C 5.6599 -16.7012 -2.2501
C 5.9019 -15.9687 -0.9780
C 4.7004 -15.1893 -0.3934
C 3.3759 -15.8694 -0.8830
N 3.3123 -17.2386 -0.4297
H 4.4830 -18.4359 -2.9148
H 5.7426 -18.8027 -1.8409
H 5.1252 -16.1146 -2.9635
H 6.5567 -16.9636 -2.7922
H 6.7094 -15.3087 -1.0555
H 6.2547 -16.7177 -0.2233
H 4.7936 -14.2040 -0.8810
H 4.6971 -15.0597 0.6601
H 3.3869 -15.7912 -1.9410
H 2.4867 -15.3428 -0.5118
H 2.5902 -17.4820 0.2071

***

Entry 11:
10
Properties=species:S:1:pos:R:3 method="wB97M-V/def2-TZVPD" gap_ha=0.3122 charge=0 relative_energy_kcal_mol=28.9 total_energy_ha=-714.56183 smiles="FC[C@@H](F)C=S"
F 2.3087 0.1713 -0.1878
C 1.0642 -0.3362 -0.4131
C -0.0403 0.5371 0.1806
F -0.0199 1.8679 -0.1671
C -1.3536 -0.2058 0.1268
S -2.8889 0.2544 -0.2873
H 1.0152 -1.3371 0.2429
H 1.0409 -0.3848 -1.5084
H 0.0444 0.5427 1.3508
H -1.1706 -1.1095 0.6625

***

Entry 12:
70
Properties=species:S:1:pos:R:3 method="wB97M-V/def2-TZVPD" gap_ha=0.0538 charge=+1 relative_energy_kcal_mol=263.8 total_energy_ha=-6490.41438
Hg 6.1278 -4.9612 0.5910
Cu 1.8899 -1.5853 6.7183
As 4.9159 -7.9103 6.5678
F 3.9646 -6.4646 7.0177
F 4.7554 -8.2883 8.3699
F 5.9524 -9.3033 6.2213
F 4.9345 -7.4464 4.7658
F 6.5507 -7.0411 6.9292
F 3.4167 -8.8318 6.4055
C 1.4403 -1.0596 1.4312
O 2.3998 -2.0867 1.7333
H 1.7567 -0.5578 0.5168
H 0.3973 -1.3731 1.3879
H 1.4655 -0.3152 2.2271
C -4.2185 -4.6679 -1.3435
C -4.8875 -5.1941 -2.4493
C -6.2416 -5.5734 -2.3742
C -6.9034 -5.5584 -1.0893
C -6.1263 -5.1936 0.0112
C -4.8262 -4.6822 -0.0999
N -8.3288 -5.8490 -1.0258
O -8.9617 -5.6584 0.0240
O -8.9119 -6.2804 -2.0290
H -3.1670 -4.4377 -1.4306
H -4.4198 -5.0158 -3.4064
H -6.7376 -5.9644 -3.2502
H -6.5373 -5.0809 1.0036
H -4.2731 -4.4486 0.7978
C -5.6673 5.1004 1.5867
C -5.2141 6.2802 1.1282
C -4.1826 6.2564 0.1338
C -3.8047 5.0290 -0.4689
C -4.3523 3.8416 0.0282
C -5.3623 3.8349 1.0278
N -2.6523 4.9913 -1.4136
O -2.1913 6.0315 -1.8697
O -2.1068 3.9380 -1.6444
H -6.5855 5.0920 2.1553
H -5.5867 7.1790 1.5969
H -3.7481 7.2197 -0.0893
H -3.8368 2.9743 -0.3571
H -5.8913 2.9404 1.3217
C 3.2188 6.6554 3.7769
C 3.9291 6.4328 4.9037
C 4.8687 7.4301 5.2530
C 5.2299 8.5393 4.4894
C 4.3970 8.6522 3.3303
C 3.4222 7.7384 2.9587
N 6.2190 9.5203 4.8763
O 6.5453 9.5692 6.0889
O 6.6228 10.2676 3.9628
H 2.4209 5.9329 3.6887
H 3.8253 5.7113 5.7006
H 5.4229 7.1401 6.1335
H 4.6465 9.4000 2.5921
H 2.8346 7.9839 2.0865
C 2.0670 -1.8701 -9.2069
C 1.8442 -1.1876 -7.9542
C 1.9483 -2.0204 -6.8496
C 2.3715 -3.3662 -6.9286
C 2.6222 -3.9670 -8.2082
C 2.5185 -3.1933 -9.3348
N 2.7094 -4.3086 -5.7663
O 1.9030 -5.2076 -5.6269
O 3.6463 -4.0668 -5.0074
H 1.7287 -1.2867 -10.0504
H 1.3883 -0.2217 -7.7943
H 1.7484 -1.6241 -5.8651
H 2.8740 -5.0152 -8.2743
H 2.7822 -3.5171 -10.3308